(1)
Below is a 11-piece molecular cluster, H22O11 overall, with properties calculated with ωB97M-V with the def2-TZVPD basis set.

energy relative to the best compared isomer or geometry (same formula, charge and spin) = 45.0 kcal per mole
SMILES = O.O.O.O.O.O.O.O.O.O.O
energy = -840.808419 Eh
lowest unoccupied orbital energy = -0.6 eV
total charge = 0
HOMO-LUMO gap = 9.94 eV

Geometry as XYZ:
```
33
Properties=species:S:1:pos:R:3:forces:R:3
H -13.5558 -21.0521 -24.9628 0.003 0.377 0.288
H -9.9445 -21.7882 -25.3663 0.386 -0.311 0.074
O -12.6443 -21.6121 -28.9809 -0.519 0.181 -0.076
O -16.2711 -21.4840 -26.1299 -0.214 0.300 0.254
H -10.8614 -19.7119 -22.9749 0.242 -0.001 0.152
H -12.3430 -22.0981 -29.7485 0.099 -0.146 -0.119
H -14.3768 -20.2890 -22.3516 0.072 0.156 -0.147
H -11.3122 -24.1654 -26.0736 -0.823 -0.402 0.498
H -15.6772 -20.9760 -21.9926 -0.274 -0.031 0.058
O -11.6641 -19.8240 -22.4656 0.283 -0.022 0.243
H -10.4183 -20.4504 -27.2265 -0.260 0.052 0.228
O -14.7673 -21.1544 -22.2301 -0.176 -0.713 0.432
H -11.9118 -21.6560 -28.3663 0.205 -0.086 -0.001
H -14.4788 -22.6417 -24.5720 -0.010 0.088 -0.358
H -10.4361 -20.4066 -24.9903 -0.007 0.265 0.138
H -13.1174 -24.2332 -24.3298 -1.066 0.376 0.208
H -9.5253 -19.9569 -28.3450 0.106 0.149 -0.284
H -14.7651 -18.4809 -23.8262 -0.319 -0.054 -0.366
H -16.7721 -21.8448 -26.8613 -0.118 -0.116 -0.130
H -12.3562 -19.4784 -23.0293 -0.211 -0.089 -0.345
H -13.7800 -18.1859 -22.7152 0.093 0.410 0.312
O -12.2994 -24.6401 -24.6154 0.935 -0.380 -0.304
O -9.9787 -20.7376 -28.0269 0.251 -0.209 0.105
H -10.4668 -23.0667 -26.6818 0.018 0.057 -0.400
H -15.3618 -21.5052 -26.4282 0.481 -0.097 -0.223
H -14.8594 -22.9418 -23.1378 0.055 0.283 0.248
H -11.6282 -24.2460 -24.0583 0.127 -0.033 0.367
O -10.7441 -21.2758 -25.2467 0.693 0.218 0.071
O -10.7543 -23.9682 -26.8259 0.727 0.236 -0.541
O -13.2398 -21.6004 -25.6810 -1.257 0.106 -0.363
O -14.0594 -18.8774 -23.3153 0.195 0.500 -0.132
H -12.2933 -21.6491 -25.5473 0.242 -0.161 0.061
O -14.7374 -23.3574 -23.9914 0.038 -0.904 0.051
```
Positions in Å, forces in eV/Å.

***

(2)
Below is C7H19BeN8O13 as an isolated structure, with properties calculated with ωB97M-V with the def2-TZVPD basis set.

energy relative to the best compared isomer or geometry (same formula, charge and spin) = 306.3 kcal per mole
energy = -1708.828379 Eh
lowest unoccupied orbital energy = -3.5 eV
total charge = -1
HOMO-LUMO gap = 1.90 eV

Geometry as XYZ:
```
48
Properties=species:S:1:pos:R:3:forces:R:3
C -22.4679 4.5432 -1.8821 -5.223 -3.671 2.579
H -29.7802 3.2737 1.4529 0.556 -0.152 0.075
H -22.5426 2.3108 7.0275 -0.089 -0.179 0.470
H -31.1566 1.6817 1.1606 -0.408 -0.489 0.070
H -30.7769 0.0164 0.9326 0.476 0.274 0.054
C -20.2760 -1.3753 -5.6878 -0.968 -0.706 1.870
N -19.5481 -0.3328 -5.8841 2.782 4.684 -1.453
N -22.9277 1.4922 7.4766 0.545 1.358 1.037
H -28.0526 2.8160 1.5164 -0.335 0.613 -0.021
C -29.2383 1.2998 1.2517 1.957 -3.839 -0.722
H -19.5055 -2.2523 -7.3450 -0.060 -0.422 0.421
O -24.7813 -6.0126 -3.1804 -0.609 -0.384 -0.157
Be -23.5768 -2.0529 0.5016 0.097 -0.125 -0.018
N -23.8743 -0.4541 7.1887 -3.015 -7.195 3.063
H -25.4229 -8.7156 4.9892 -0.955 -2.268 1.760
H -23.5693 -0.8129 8.0822 -0.142 0.341 -0.245
H -24.5081 -1.0243 6.6472 0.339 -0.228 0.124
O -23.1420 3.6324 -1.4440 -1.073 -1.492 0.651
O -18.5100 -3.6265 0.9656 0.832 0.929 -0.003
N -21.2182 4.5476 -1.7120 6.606 0.594 -0.227
N -20.0624 -2.3742 -6.5113 0.019 -2.779 -1.916
O -23.7026 0.8587 5.4661 -0.760 0.524 0.430
C -25.1143 -7.6052 3.9786 0.246 2.671 0.431
H -22.4613 6.1681 -2.9343 -0.088 0.403 0.225
O -28.4273 0.3756 1.0778 0.898 1.859 0.346
H -19.7892 0.4759 -5.3292 0.143 -0.120 -0.247
N -29.0363 2.5908 1.4731 1.581 1.386 0.234
N -30.4883 0.9299 1.2525 -4.712 0.328 -0.040
H -23.4774 -7.8464 -4.7903 0.795 -1.666 -1.694
H -23.9933 5.9351 -2.3569 0.066 -1.357 0.314
O -16.5865 -2.5308 1.1600 1.692 -0.131 -0.085
H -22.9124 1.3252 8.4725 0.211 0.533 -0.314
O -18.4787 -1.4321 1.0295 -0.458 1.160 0.047
O -24.3820 -7.5278 -4.7490 -1.290 -1.833 -2.700
H -20.2335 -3.2820 -6.1029 -0.056 0.013 -0.568
H -20.8222 3.8641 -1.0826 0.079 -0.010 -0.621
C -23.5943 0.6440 6.6803 2.903 4.846 -4.585
O -24.9444 -6.4021 3.9156 -0.280 2.821 -0.867
H -19.0146 -0.2045 -6.7321 -0.062 0.156 0.312
H -16.4462 -3.4604 0.9655 0.781 -0.560 0.133
O -20.9861 -1.4048 -4.7220 -1.816 -0.812 1.585
H -20.6658 5.1406 -2.3148 0.494 -0.225 0.660
C -24.0466 -6.8692 -3.7229 -0.074 4.418 4.127
O -22.8791 -6.9996 -3.3125 1.185 -0.482 0.469
N -23.0380 5.6091 -2.3219 -0.879 5.761 -3.573
O -26.0718 -8.0244 4.8378 -0.032 -0.744 -0.183
C -17.8928 -2.5022 1.0467 -2.931 -1.375 -0.095
O -24.3092 -8.3925 3.5268 1.027 -2.428 -1.152
```
Positions in Å, forces in eV/Å.

***

(3)
Below is C28H49As3N4O5PSc as an isolated structure, with properties calculated with ωB97M-V with the def2-TZVPD basis set.

energy relative to the best compared isomer or geometry (same formula, charge and spin) = 0.0 kcal per mole
energy = -9500.681185 Eh
lowest unoccupied orbital energy = -5.1 eV
total charge = +2
HOMO-LUMO gap = 7.13 eV

Geometry as XYZ:
```
91
Properties=species:S:1:pos:R:3:forces:R:3
H -2.4571 -0.3605 3.6277 -0.038 0.025 -0.051
C -3.0925 -2.0483 2.5828 -0.027 -0.053 0.142
N -3.7266 -1.4083 -1.5031 -0.154 0.071 0.087
H 1.8663 -5.2001 1.0220 0.023 -0.059 0.041
C -4.2807 -1.3858 -0.1053 -0.082 -0.074 -0.216
C -0.0711 -4.3977 -1.1662 -0.054 0.020 0.021
H 4.2191 -5.8177 -4.6301 -0.008 -0.004 0.007
C 4.2328 -2.5618 0.4991 -0.015 -0.022 -0.043
C 1.7755 1.1232 4.7742 0.014 0.011 -0.025
H 4.0966 -2.8552 -5.6415 -0.014 0.013 0.006
H 5.9889 -2.5974 -1.5477 0.007 0.009 0.027
C -2.3881 1.9707 -2.4857 0.051 -0.050 -0.309
C 3.9085 -2.5865 -1.0015 0.069 -0.009 0.062
H 3.4245 -2.1117 1.0860 -0.025 0.020 0.012
H 3.8578 0.1303 1.5864 0.006 -0.009 0.016
H -0.2604 4.7881 -0.9636 -0.016 -0.018 -0.028
H 0.4730 -5.3262 -1.3256 -0.011 -0.069 -0.023
C 4.0735 -2.5307 -4.6008 -0.032 0.023 -0.021
C -1.4073 1.6292 -1.5432 0.083 -0.112 0.021
O -1.7561 -1.9835 0.2252 -0.111 -0.011 0.237
H 3.0373 -2.5542 -4.2597 0.013 0.016 -0.010
O -1.2038 0.3499 -1.2395 -0.171 0.365 -0.307
C -2.4821 3.2522 -2.9885 -0.066 0.126 0.104
H 4.6445 1.0888 0.3084 0.060 0.020 0.021
H 1.6695 2.1202 4.3662 0.003 -0.037 0.031
H 5.1386 -1.9827 0.6902 -0.007 -0.020 -0.019
C -1.6781 4.2719 -2.4779 -0.008 -0.046 -0.022
H -4.9778 0.4032 -3.7561 -0.008 -0.002 0.065
H 2.8997 -0.5165 7.5158 0.000 0.007 -0.036
C 3.6944 0.8324 0.7731 -0.025 0.004 0.044
As 1.0583 -3.1590 -0.1803 0.160 -0.038 -0.391
O -2.5354 0.2154 1.3144 -0.162 -0.039 0.105
N -2.1683 -1.3376 3.5302 -0.271 -0.091 0.051
H 3.4209 -1.1514 -2.5563 0.001 -0.020 -0.061
H 3.2199 1.7240 1.1743 0.001 0.047 0.019
P -2.8275 -1.1996 0.9845 0.176 0.150 -0.116
Sc -0.1099 -0.5692 0.1098 -0.231 -0.872 -0.161
H 2.3456 2.4616 -1.4127 -0.006 0.013 0.006
H 0.4849 -4.4832 1.8764 -0.013 -0.019 0.015
H 3.0122 -5.0611 -3.5801 0.001 -0.016 0.004
H -4.2925 1.8624 -4.4455 0.059 -0.010 -0.058
C -0.8264 3.9936 -1.4360 -0.031 0.128 0.016
H -4.1174 -1.9706 2.9434 0.030 0.020 0.062
H 0.4458 3.3966 0.7862 0.003 0.055 -0.005
H -5.0294 1.9350 -2.8268 -0.009 0.023 0.003
C 0.0481 2.5146 0.2885 -0.170 0.078 -0.169
C 1.4232 -4.2681 1.3671 -0.065 0.052 0.103
H -3.1901 3.4840 -3.7724 0.025 0.011 0.054
As 5.2568 -3.7583 -3.6267 0.073 -0.007 -0.039
C 3.7526 -1.1504 -1.5198 -0.019 -0.091 0.015
H -3.4329 -0.4593 -1.8464 0.025 0.086 -0.088
H -4.9598 -0.5442 0.0055 -0.032 -0.002 -0.042
O -3.2031 0.9322 -2.9139 -0.113 -0.007 0.087
H 2.8973 -4.4903 -1.1613 0.050 -0.041 -0.008
C 2.6216 1.5234 -1.8894 -0.048 0.000 0.022
H -2.8004 -3.0941 2.5239 -0.007 -0.022 0.051
C 2.3339 0.9217 6.0248 0.005 -0.024 0.019
N 0.8129 1.3782 2.1156 -0.026 0.250 0.020
H 2.1578 -2.4600 6.1832 -0.017 0.028 -0.013
H -2.8701 -1.9737 -1.5036 0.053 -0.048 0.062
H 5.3499 -4.1803 -1.2080 -0.002 0.007 0.031
C -0.6948 2.6882 -0.9462 0.069 0.012 0.229
C -4.4465 1.3224 -3.5154 0.089 -0.098 -0.049
O 0.1067 -0.8293 2.1462 0.296 0.341 0.237
H 1.1670 -2.1086 3.9385 -0.002 0.003 0.012
H 4.7209 -0.6463 -1.4944 0.066 -0.006 -0.032
C 4.0667 -5.3183 -3.6740 -0.031 -0.027 0.004
C 5.1170 -3.2358 -1.7116 -0.016 0.026 0.011
H 1.9436 1.3377 -2.7200 -0.004 -0.022 -0.019
H 4.3971 -3.5719 0.8802 -0.007 0.013 -0.016
N 0.1766 1.3838 0.8724 0.314 0.056 0.438
H -1.2007 -1.2825 3.1158 0.308 0.049 -0.087
H 4.3461 -6.0175 -2.8853 -0.002 0.003 -0.012
C 1.3400 0.0305 4.0239 -0.092 -0.047 -0.035
C 2.4640 -0.3658 6.5362 -0.020 0.025 -0.007
H -1.7594 5.2729 -2.8773 -0.007 -0.019 0.017
H 2.3283 -3.2904 -2.3026 0.006 -0.006 -0.056
H -0.3375 -3.9724 -2.1327 0.009 0.007 -0.026
C 1.4744 -1.2601 4.5381 0.038 0.014 0.039
H -4.3919 -1.7952 -2.1701 -0.037 0.006 -0.001
C 0.7310 0.2234 2.6876 -0.027 -0.131 0.158
As 2.5467 0.0740 -0.5927 0.128 0.041 -0.202
C 2.6577 -3.4310 -1.2723 0.071 0.007 0.072
C 2.0380 -1.4574 5.7921 -0.008 0.027 -0.049
H -0.9783 -4.5991 -0.6016 -0.032 -0.008 0.017
H 2.6717 1.7695 6.6067 -0.019 -0.018 -0.015
H -4.8126 -2.3195 0.0759 -0.014 0.002 -0.040
H 4.4579 -1.5121 -4.5640 -0.003 -0.006 -0.008
H -2.1358 -1.7746 4.4502 -0.011 -0.025 0.015
H 2.0997 -3.7726 2.0578 0.006 0.006 0.009
H 3.6415 1.5989 -2.2614 0.035 0.040 -0.029
```
Positions in Å, forces in eV/Å.

***

(4)
Below is C4H10N2O in the gas phase, with properties calculated with ωB97M-V with the def2-TZVPD basis set.

energy relative to the best compared isomer or geometry (same formula, charge and spin) = 51.0 kcal per mole
SMILES = CN(C)C(=O)CN
energy = -343.120126 Eh
lowest unoccupied orbital energy = 0.7 eV
total charge = 0
HOMO-LUMO gap = 9.75 eV

Geometry as XYZ:
```
17
Properties=species:S:1:pos:R:3:forces:R:3
H 0.2598 0.5578 2.3691 -0.769 0.063 -1.166
C -0.5690 -0.4992 -0.7049 -0.785 -1.050 0.120
C 0.0280 0.4685 -1.7035 0.465 1.320 0.398
H -0.2081 2.6353 -1.7582 0.746 -0.335 -0.232
N 0.0052 -0.5476 0.5364 0.660 -0.387 2.044
H -0.5477 -2.5413 0.7950 -0.141 0.431 0.818
H 1.1050 -2.1897 1.1268 0.015 0.061 -0.064
H 1.0431 0.6663 -1.3528 0.229 -0.210 -0.334
C 0.4997 0.5967 1.2711 -0.495 1.134 -0.421
H 0.0138 1.4120 0.6879 0.732 0.270 1.382
H 0.0701 -1.7438 2.3768 -0.979 0.499 -0.115
H 0.0543 -0.0696 -2.6605 -0.159 0.457 0.142
H 1.5757 0.7736 1.3612 0.301 -0.362 -0.873
H -1.2685 1.8084 -0.8727 0.124 0.113 -0.980
O -1.4384 -1.3031 -1.0163 0.591 0.330 -0.218
N -0.7126 1.7627 -1.7436 -1.446 -0.830 1.041
C 0.0895 -1.7870 1.2880 0.911 -1.504 -1.541
```
Positions in Å, forces in eV/Å.